[1]
ORCA calculation (ωB97M-V with the def2-TZVPD basis set) on a single CH4OS2 molecule.

Computed properties:
* SMILES: OCSS
* energy relative to the best compared isomer or geometry (same formula, charge and spin): 0.382 eV
* E_HOMO: -9.5 eV
* total charge: 0
* total energy: -912.077517 Ha
* gap between HOMO and LUMO: 9.9 eV
* M: 96.18 g mol⁻¹
* maximum force: 3.35 eV/Å

Atoms and positions in Å:
O: -1.039 0.004 -1.360
C: -0.421 -0.628 -0.322
S: 1.483 -1.023 -0.307
S: 2.191 0.869 -0.004
H: -0.508 0.792 -1.360
H: -0.641 0.018 0.552
H: -0.735 -1.681 -0.078
H: 1.982 0.656 1.396

***

[2]
ORCA calculation (ωB97M-V with the def2-TZVPD basis set) on 3 unconnected molecules or ions with the total composition C22H45BClN3O5S.

Computed properties:
* SMILES: C#CC[C@@H]1C[C@@H](C)OS(=O)(=O)[C@@]1(CC(=O)Cl)B(N)O.CCN(CC)CC.CCN(CC)CC
* E_HOMO: -8.1 eV
* total charge: 0
* total energy: -2288.964024 Ha
* gap between HOMO and LUMO: 8.4 eV
* M: 509.95 g mol⁻¹
* maximum force: 0.84 eV/Å

Atoms and positions in Å:
C: -0.927 -3.547 1.770
C: -0.154 -2.918 1.114
C: 0.822 -2.196 0.304
C: 0.642 -2.291 -1.226
C: -0.753 -1.771 -1.601
C: -1.232 -2.079 -3.016
C: -0.581 -1.251 -4.122
O: -1.155 -3.488 -3.382
S: -0.557 -4.502 -2.331
O: -0.275 -5.706 -3.058
O: -1.408 -4.626 -1.190
C: 0.981 -3.678 -1.862
C: 1.693 -4.675 -0.929
C: 3.159 -4.356 -0.767
O: 3.616 -3.338 -0.364
Cl: 4.252 -5.678 -1.255
B: 1.882 -3.522 -3.200
N: 2.220 -4.623 -4.078
O: 2.407 -2.301 -3.481
H: -1.593 -4.110 2.385
H: 0.733 -1.136 0.554
H: 1.821 -2.493 0.607
H: 1.363 -1.574 -1.618
H: -1.509 -2.101 -0.892
H: -0.725 -0.686 -1.538
H: -2.291 -1.829 -3.042
H: 0.260 -1.757 -4.579
H: -0.315 -0.266 -3.757
H: -1.319 -1.104 -4.910
H: 1.231 -4.756 0.053
H: 1.631 -5.666 -1.376
H: 1.719 -4.556 -4.956
H: 2.031 -5.532 -3.680
H: 3.048 -2.397 -4.196
C: 0.021 5.703 -2.599
C: 0.002 4.466 -1.713
N: 0.953 3.454 -2.136
C: 0.733 2.161 -1.522
C: 0.895 2.036 -0.003
C: 2.336 3.890 -2.230
C: 2.985 4.496 -0.980
H: -0.097 5.429 -3.647
H: -0.802 6.365 -2.325
H: 0.946 6.271 -2.492
H: -0.996 4.023 -1.764
H: 0.151 4.775 -0.666
H: 1.392 1.434 -2.009
H: -0.287 1.850 -1.781
H: 1.940 2.083 0.301
H: 0.508 1.070 0.331
H: 0.343 2.809 0.533
H: 2.403 4.624 -3.036
H: 2.935 3.042 -2.571
H: 2.355 5.261 -0.522
H: 3.927 4.974 -1.254
H: 3.214 3.745 -0.225
C: -3.511 0.932 6.415
C: -2.175 0.787 5.701
N: -2.305 0.255 4.359
C: -1.050 -0.192 3.784
C: 0.044 0.858 3.543
C: -3.182 0.996 3.471
C: -2.883 2.483 3.238
H: -4.066 -0.006 6.387
H: -3.346 1.200 7.459
H: -4.131 1.713 5.972
H: -1.555 0.092 6.273
H: -1.653 1.758 5.724
H: -1.262 -0.709 2.846
H: -0.639 -0.960 4.447
H: -0.194 1.510 2.705
H: 0.984 0.355 3.303
H: 0.222 1.475 4.424
H: -4.202 0.913 3.856
H: -3.202 0.479 2.509
H: -2.719 3.019 4.174
H: -3.734 2.953 2.741
H: -2.014 2.636 2.600

***

[3]
ORCA calculation (ωB97M-V with the def2-TZVPD basis set) on a molecular structure, C34H38GaN6OS.

Computed properties:
* E_HOMO: -4.2 eV
* total charge: -1
* total energy: -4044.964875 Ha
* gap between HOMO and LUMO: 6.5 eV
* M: 648.51 g mol⁻¹
* maximum force: 4.71 eV/Å

Atoms and positions in Å:
O: 2.973 -2.033 3.233
C: 2.480 -1.720 2.113
C: 1.004 -2.267 1.728
C: -0.191 -1.521 2.524
Ga: -1.665 -0.735 1.292
S: -3.130 0.532 2.609
N: 3.214 -0.818 1.160
C: 2.370 0.432 1.167
C: 2.212 1.106 2.588
C: 1.339 2.376 2.740
C: 0.645 2.947 1.450
C: 0.810 2.293 0.033
C: 1.676 0.990 -0.117
H: 0.824 -2.269 0.596
H: 1.008 -3.375 2.054
H: -0.710 -2.342 3.160
H: 0.160 -0.718 3.257
H: -1.039 0.280 0.229
H: -2.561 -1.853 0.570
H: -2.425 1.637 3.121
H: 4.136 -0.578 1.598
H: 2.731 0.666 3.503
H: 1.241 2.831 3.778
H: 0.012 3.895 1.628
H: 0.307 2.758 -0.878
H: 1.779 0.481 -1.143
N: -5.066 -3.462 0.138
C: -5.075 -4.641 -0.504
C: -5.094 -5.869 0.137
C: -5.100 -5.885 1.525
C: -5.088 -4.681 2.214
C: -5.073 -3.505 1.480
H: -5.066 -4.577 -1.588
H: -5.103 -6.790 -0.433
H: -5.113 -6.826 2.064
H: -5.092 -4.655 3.296
H: -5.067 -2.538 1.973
N: 6.424 -0.036 2.600
C: 7.665 -0.547 2.560
C: 8.816 0.207 2.721
C: 8.682 1.571 2.933
C: 7.412 2.127 2.977
C: 6.323 1.287 2.808
H: 7.717 -1.618 2.388
H: 9.792 -0.261 2.681
H: 9.560 2.196 3.062
H: 7.271 3.189 3.140
H: 5.309 1.674 2.838
N: 1.776 2.444 -4.588
C: 1.980 1.843 -5.772
C: 3.036 0.984 -6.029
C: 3.939 0.730 -5.007
C: 3.753 1.339 -3.774
C: 2.663 2.180 -3.616
H: 1.249 2.076 -6.540
H: 3.150 0.525 -7.003
H: 4.780 0.064 -5.169
H: 4.439 1.164 -2.954
H: 2.474 2.676 -2.669
N: 2.513 5.801 0.016
C: 2.600 6.452 1.187
C: 1.819 7.547 1.521
C: 0.895 8.002 0.591
C: 0.785 7.349 -0.628
C: 1.610 6.260 -0.864
H: 3.338 6.061 1.880
H: 1.930 8.032 2.483
H: 0.266 8.857 0.815
H: 0.075 7.677 -1.377
H: 1.559 5.714 -1.801
N: -9.224 -6.371 -2.851
C: -9.936 -5.776 -3.822
C: -9.768 -4.454 -4.201
C: -8.814 -3.696 -3.537
C: -8.065 -4.285 -2.528
C: -8.306 -5.616 -2.226
H: -10.672 -6.408 -4.309
H: -10.369 -4.027 -4.994
H: -8.654 -2.657 -3.804
H: -7.312 -3.724 -1.988
H: -7.744 -6.122 -1.447